# 1
57
Properties=species:S:1:pos:R:3:forces:R:3 method="wB97M-V/def2-TZVPD" homo_lumo_gap_ev="1.96 / 9.51" s2=0.750 charge=-1 homo_energy_ev="0.6 / -6.9" multiplicity=2
O 2.30624 -0.42423 1.64763 0.73 0.41 0.41
H 2.02516 -0.76789 0.79961 -0.43 -0.15 -0.19
H 2.11300 -1.12748 2.26756 -0.06 -0.19 0.11
O -1.71779 0.78649 2.49484 -0.36 0.78 0.21
H -2.30616 0.85687 1.74310 -0.15 0.06 -0.30
H -1.50039 -0.14445 2.54310 0.46 -0.63 -0.34
O 0.19640 2.53095 3.32797 0.78 0.66 0.38
H -0.38556 3.29002 3.36489 -0.14 0.08 0.01
H -0.34509 1.83090 2.96336 -0.49 -0.48 -0.31
O -2.89343 -1.51372 -1.20422 0.79 -0.25 0.20
H -3.23685 -0.79951 -1.74106 -0.41 0.44 -0.23
H -3.66704 -2.01804 -0.95239 -0.28 -0.20 0.17
C 0.90211 0.84601 -1.84471 -0.61 -0.99 2.09
C -0.06308 0.43434 -0.66475 1.60 1.51 0.76
O 0.29104 -0.80013 -0.07302 -0.34 -1.36 -1.40
H 1.87248 1.12499 -1.43403 0.07 -0.16 0.24
H 0.55764 1.75125 -2.34469 -0.31 -0.56 -0.60
H 1.03937 -0.11740 -2.33574 -0.05 0.52 -1.11
H -1.12462 0.45489 -0.91132 0.13 0.09 -0.21
H 0.18650 1.03028 0.21313 -0.75 1.45 -0.40
H -0.55521 -1.15397 0.21028 -0.08 -0.66 0.25
C 2.03727 -3.69563 -1.29770 -0.19 0.60 -1.17
C 1.50978 -4.77277 -0.39171 0.45 0.79 0.20
O 2.02957 -4.50876 0.89736 0.15 0.13 0.69
H 3.09025 -3.43900 -1.18166 0.00 -0.24 0.23
H 1.43995 -2.79018 -1.19060 0.18 0.15 0.54
H 1.86211 -3.91246 -2.35146 0.16 -0.49 -0.20
H 1.84553 -5.77894 -0.64272 -0.44 -0.11 -0.49
H 0.43228 -4.60853 -0.38057 -0.21 -0.79 -0.08
H 1.32416 -4.64537 1.53403 -0.10 -0.02 0.30
C -2.86178 2.37814 -2.57423 -1.31 0.02 -0.58
C -4.17999 1.73905 -3.04443 -0.37 0.78 -0.23
O -4.55276 0.59630 -2.29834 0.70 -0.13 0.26
H -2.04409 1.74049 -2.91021 0.24 0.13 0.75
H -2.94223 2.67591 -1.52878 0.48 -0.79 0.22
H -2.75879 3.35250 -3.05184 0.02 -0.03 -0.51
H -4.15316 1.49869 -4.10725 0.45 -0.16 -0.20
H -5.02070 2.42945 -2.97614 0.10 0.56 0.19
H -5.32584 0.23025 -2.73418 -0.26 -0.33 0.06
C -3.30971 -2.15322 3.49056 -0.33 0.79 0.10
C -1.84493 -1.94781 3.69473 0.76 -1.79 -0.68
O -1.17675 -1.88028 2.40929 -0.52 0.86 0.50
H -3.77629 -1.28007 3.03448 0.07 0.23 0.12
H -3.67902 -2.22572 4.51352 -0.69 -0.42 -0.08
H -3.57595 -2.96814 2.81741 0.25 -0.33 0.47
H -1.39434 -2.83768 4.13427 -0.31 -0.17 0.52
H -1.62996 -1.14688 4.40212 0.10 0.48 -0.45
H -0.37586 -2.40178 2.49989 0.50 -0.10 -0.20
C 4.87476 4.69694 -0.87123 -0.43 -0.91 -2.04
C 4.87351 3.20286 -1.25337 -0.68 0.18 1.40
O 5.63117 2.46590 -0.24931 -0.77 0.23 -1.41
H 4.45804 4.91147 0.11286 0.67 -0.15 0.05
H 4.20650 5.15956 -1.59753 -0.18 0.33 -0.03
H 5.85805 5.06031 -1.16990 0.16 0.50 0.91
H 5.12162 3.00289 -2.29575 1.18 0.23 -0.03
H 3.84313 2.85257 -1.31431 -0.09 -0.36 1.04
H 6.47001 2.92982 -0.19694 0.17 -0.07 0.11

# 2
148
Properties=species:S:1:pos:R:3:forces:R:3 method="wB97M-V/def2-TZVPD" homo_lumo_gap_ev=9.22 smiles="CNC(C)=O.CNC(C)=O.CNC(C)=O.CNC(C)=O.CNC(C)=O.CNC(C)=O.CNC(C)=O.COCCOC.COCCOC.COCCOC.COCCOC" homo_energy_ev=-9.1 multiplicity=1
C -20.84073 -1.74864 0.73993 -0.16 0.25 -1.01
O -21.51029 -2.00605 1.95386 0.94 0.72 -1.14
C -21.30665 -3.29196 2.42889 -2.60 -1.26 0.52
C -22.34953 -4.33684 1.85238 1.55 1.02 -0.03
O -21.83511 -4.85072 0.65967 -0.36 -1.08 -1.83
C -22.77681 -5.80362 0.09105 0.80 0.41 0.84
H -21.25113 -2.29218 -0.11109 -0.39 -0.28 0.06
H -19.78455 -2.01776 0.72556 0.23 0.02 0.56
H -20.93385 -0.69547 0.47489 -0.01 0.06 0.39
H -21.59644 -3.14114 3.46878 0.50 -0.67 0.36
H -20.31866 -3.73301 2.29684 0.28 0.37 0.03
H -23.28402 -3.84742 1.57796 -0.35 0.12 0.78
H -22.42994 -5.17416 2.54558 -0.51 0.09 0.44
H -22.92875 -6.57060 0.85049 -0.11 -0.34 -0.10
H -22.38160 -6.25385 -0.81956 0.21 0.23 0.15
H -23.75104 -5.36249 -0.11958 0.00 0.33 -0.05
C -16.38384 -26.13776 -7.71114 1.19 -0.10 -0.65
O -16.22412 -24.96637 -6.90539 -1.97 -0.56 -0.77
C -15.19240 -25.05401 -5.98770 1.09 0.54 0.20
C -15.10047 -23.79184 -5.11318 -1.06 0.51 -0.20
O -14.39038 -22.73022 -5.72579 1.29 0.68 -0.18
C -13.96418 -21.63836 -4.86388 -0.09 -1.57 0.09
H -17.30210 -26.27471 -8.28222 -0.49 0.95 0.63
H -16.22839 -27.09365 -7.21092 0.03 0.13 0.70
H -15.62662 -26.11384 -8.49483 0.36 0.00 -0.12
H -14.25248 -25.17242 -6.52677 0.45 0.09 -0.04
H -15.27711 -25.94799 -5.36986 -0.28 -0.06 0.35
H -14.75785 -24.08027 -4.11944 0.63 0.15 0.07
H -16.08851 -23.35441 -4.96985 -0.59 -0.59 0.21
H -13.48809 -22.09152 -3.99434 -0.04 0.10 0.33
H -14.78130 -20.99892 -4.52992 -0.21 -0.05 -0.14
H -13.18513 -21.03655 -5.33186 -0.31 -0.19 -0.49
C -20.69472 -13.19420 -12.52325 -0.74 -0.40 0.45
O -21.41076 -12.70394 -11.37115 1.44 0.11 0.00
C -22.69305 -12.20353 -11.56807 -0.65 -0.49 -1.44
C -23.71749 -13.27521 -11.93350 0.58 -0.65 1.21
O -23.79009 -14.19745 -10.83920 -0.88 -0.31 -0.06
C -24.85278 -15.15308 -10.96718 0.38 0.22 0.16
H -21.10777 -14.16543 -12.79560 0.16 -0.25 0.00
H -19.63842 -13.30459 -12.27801 -0.21 0.01 0.36
H -20.73061 -12.60544 -13.43986 -0.38 0.69 0.19
H -22.68396 -11.51889 -12.41618 -0.03 0.40 -0.21
H -23.06517 -11.64230 -10.71096 0.46 -0.23 0.30
H -23.39925 -13.88668 -12.77784 -0.15 0.41 -0.57
H -24.66120 -12.75689 -12.10341 -0.31 -0.20 -0.19
H -24.78664 -15.88102 -10.15859 0.16 0.32 0.21
H -24.81293 -15.75430 -11.87550 0.27 0.20 -0.42
H -25.83216 -14.67616 -10.92888 -0.09 0.17 0.03
C -23.64339 -21.85514 -17.89912 0.11 -0.97 1.03
O -22.61333 -22.62826 -17.25029 -0.63 0.33 -0.82
C -21.76145 -21.83422 -16.46267 0.72 -0.24 -0.37
C -22.26825 -21.39773 -15.11693 -0.45 -0.72 -0.05
O -22.19360 -22.44054 -14.16862 0.23 -0.50 1.10
C -23.02285 -23.59619 -14.36922 0.02 1.09 -1.68
H -24.09489 -22.45231 -18.69135 0.41 0.04 -0.15
H -23.24860 -20.90351 -18.25501 -0.10 0.02 -0.12
H -24.43543 -21.72628 -17.16144 -0.19 0.58 -0.06
H -21.41520 -20.97699 -17.04006 -0.06 0.34 -0.13
H -20.87863 -22.44863 -16.28602 0.10 -0.06 0.07
H -23.29317 -21.03143 -15.17571 -0.26 0.21 -0.06
H -21.62499 -20.58423 -14.78149 -0.03 -0.10 0.30
H -24.04187 -23.27111 -14.57906 -0.50 0.05 0.75
H -22.94010 -24.32505 -13.56298 0.11 0.48 0.03
H -22.79673 -24.03007 -15.34323 0.52 -0.56 0.18
C -11.35752 -19.50917 -10.39468 1.06 -0.02 -0.24
C -12.33385 -20.29917 -11.26726 1.43 2.38 1.10
O -12.14219 -20.24750 -12.45300 -0.48 -0.96 -1.62
N -13.36654 -20.85643 -10.64766 0.38 -0.11 0.82
C -14.42705 -21.52255 -11.30788 -1.08 0.23 0.25
H -10.61079 -20.18031 -9.97033 -0.31 -0.20 0.61
H -11.73592 -18.78992 -9.66832 -0.35 -0.47 0.21
H -10.71580 -18.93190 -11.06030 -0.39 0.10 -0.30
H -13.46889 -20.74519 -9.64903 0.37 0.04 -0.28
H -14.19077 -22.55341 -11.57165 -0.21 -0.01 0.07
H -14.78312 -20.97467 -12.18031 0.26 -0.06 -0.12
H -15.18847 -21.40684 -10.53654 -0.69 -0.94 -0.47
C -16.26320 -5.72070 -1.16915 1.28 0.66 -0.17
C -16.44915 -5.95304 -2.64577 1.10 -1.20 -0.14
O -15.47829 -6.28263 -3.33105 -0.90 0.70 0.01
N -17.71372 -5.97018 -3.08527 -1.66 0.31 -0.56
C -18.13043 -6.24280 -4.45504 0.39 -0.47 -0.25
H -15.18819 -5.54970 -1.11227 0.12 -0.50 0.31
H -16.52727 -6.63187 -0.63238 -0.14 0.31 0.25
H -16.62833 -4.78030 -0.75633 -0.89 -0.34 -0.04
H -18.46297 -5.95482 -2.40817 0.35 0.32 0.04
H -18.10823 -5.38543 -5.12774 0.32 0.24 0.25
H -19.15622 -6.60752 -4.50805 0.06 -0.09 0.43
H -17.47499 -7.01252 -4.86253 -0.02 0.05 -0.12
C -20.46696 -13.51177 2.04632 0.57 -1.20 -1.75
C -19.67372 -14.69966 2.60595 -2.19 3.54 2.33
O -19.63094 -14.76072 3.80376 0.37 -0.64 2.58
N -19.07040 -15.53908 1.84303 1.91 -3.38 -2.70
C -18.37803 -16.77454 2.33347 0.19 0.49 -0.68
H -19.93575 -13.24379 1.13303 -0.15 0.69 -0.14
H -20.60272 -12.66592 2.72026 0.27 -0.49 0.07
H -21.42203 -13.90476 1.69775 -0.25 0.17 0.17
H -19.28583 -15.50186 0.85697 0.26 -0.09 0.07
H -17.51797 -16.98806 1.69879 0.01 0.36 -0.23
H -18.98404 -17.67617 2.24444 -0.42 0.24 0.33
H -17.96184 -16.67306 3.33576 -0.58 0.32 -0.04
C -22.69668 -20.34006 -2.80207 -0.31 0.08 -1.09
C -23.07229 -20.85913 -4.20739 -2.76 2.22 1.29
O -24.19173 -20.63816 -4.70013 1.13 -0.40 0.70
N -22.13839 -21.52334 -4.81062 1.39 -1.30 -2.17
C -22.42158 -22.19386 -6.11088 0.92 -0.13 0.78
H -21.67871 -19.95584 -2.73725 0.11 -0.11 -0.15
H -22.78763 -21.18631 -2.12112 -0.30 0.33 0.29
H -23.37502 -19.50174 -2.64345 -0.05 -0.35 0.57
H -21.23550 -21.52137 -4.35797 -0.05 -0.40 -0.52
H -22.68449 -23.22347 -5.86823 -0.15 -0.04 -0.37
H -21.52022 -22.19365 -6.72378 0.03 -0.03 0.11
H -23.21713 -21.71761 -6.68393 0.04 0.15 0.54
C -20.72084 -14.31557 -5.26712 0.24 -1.37 -0.53
C -19.62951 -15.38545 -5.61656 -0.77 1.82 2.21
O -18.97760 -15.87886 -4.69900 -0.22 -0.30 -1.14
N -19.50133 -15.62666 -6.91881 0.66 -1.35 -0.75
C -18.79910 -16.78909 -7.45713 0.01 0.16 -1.11
H -21.55928 -14.47347 -5.94548 -0.08 0.33 -0.13
H -20.35913 -13.29061 -5.34905 0.04 -0.14 0.17
H -21.08820 -14.58234 -4.27617 0.26 0.41 0.05
H -20.06876 -15.16969 -7.61831 -0.15 0.15 0.58
H -18.31465 -17.48395 -6.77115 -0.27 0.64 0.44
H -18.06523 -16.43340 -8.18032 0.30 -0.10 0.11
H -19.51740 -17.35322 -8.05202 -0.06 -0.23 0.08
C -29.41251 -12.55873 -0.77691 -1.66 -0.11 0.62
C -28.54775 -13.17772 -1.81523 1.00 0.31 1.13
O -27.38413 -12.84238 -1.83618 1.08 0.16 -0.56
N -29.05677 -14.07367 -2.66264 -1.35 0.26 0.23
C -28.27849 -14.76419 -3.63488 -0.01 -1.11 -0.32
H -29.66871 -11.56571 -1.14619 0.02 0.12 0.31
H -28.99982 -12.52075 0.23122 0.79 0.29 -0.45
H -30.34218 -13.08588 -0.56263 -0.34 -0.12 -0.57
H -29.99763 -14.38364 -2.46573 0.22 0.03 -0.26
H -28.18450 -14.29273 -4.61315 -0.08 0.40 0.14
H -28.83034 -15.69272 -3.78116 0.41 -0.25 -0.28
H -27.28051 -14.98020 -3.25343 -0.07 0.04 0.01
C -9.49100 -10.55244 -4.28245 1.73 1.05 0.24
C -10.45085 -11.47331 -4.90914 1.36 -1.69 1.05
O -10.15284 -12.65396 -5.03936 -0.07 -0.08 -0.43
N -11.63099 -10.98337 -5.15455 -2.86 0.61 -0.61
C -12.82098 -11.80697 -5.44978 0.57 0.98 -0.45
H -8.56875 -10.59182 -4.86211 0.15 -0.20 0.13
H -9.26785 -10.91071 -3.27749 0.02 -0.10 -0.07
H -9.71095 -9.48746 -4.20805 -0.58 -0.06 -0.10
H -11.81335 -10.04154 -4.83863 0.00 -0.17 -0.19
H -12.56159 -12.75144 -5.92810 0.25 0.10 0.45
H -13.36927 -11.22942 -6.19402 -0.44 -0.15 0.19
H -13.39091 -11.92690 -4.52842 -0.15 -0.28 -0.22

# 3
61
Properties=species:S:1:pos:R:3:forces:R:3 method="wB97M-V/def2-TZVPD" homo_lumo_gap_ev="5.91 / 6.62" s2=0.760 charge=-1 homo_energy_ev="-4.9 / -5.5" multiplicity=2
Pt -1.45482 -0.14382 -0.63729 0.48 0.03 -0.12
Cl -1.85994 -4.13182 0.81328 0.01 0.04 -0.01
C -1.54617 -2.95444 2.04595 -0.01 -0.05 -0.02
C -2.01496 -3.22409 3.34471 0.02 0.06 0.01
C -1.76966 -2.34501 4.35224 0.01 0.03 -0.02
Cl -2.38392 -2.69074 5.94898 -0.01 -0.01 0.02
C -1.01520 -1.16395 4.12765 -0.07 -0.09 0.06
C -0.70642 -0.22059 5.12978 0.02 0.03 -0.02
C 0.05484 0.86538 4.80961 -0.02 -0.04 -0.01
C 0.52472 0.99576 3.48743 0.03 0.07 0.03
N 0.24617 0.14988 2.53211 0.02 0.07 -0.06
C -0.53732 -0.91495 2.82327 0.03 -0.07 -0.09
C -0.84927 -1.80533 1.73021 0.09 -0.05 0.14
O -0.42106 -1.54419 0.51839 -0.01 0.07 0.05
H -2.57738 -4.12876 3.52533 0.00 -0.01 0.01
H -1.07543 -0.37326 6.13466 0.00 0.00 0.01
H 0.31046 1.61310 5.54802 0.00 0.00 0.01
H 1.15808 1.83582 3.22156 0.03 0.03 -0.02
O 1.06442 2.00554 -3.41036 -0.03 -0.12 0.00
Se 0.17062 1.28260 -2.30656 -0.13 -0.19 0.21
O 0.85413 1.44431 -0.71468 0.22 -0.01 -0.22
O 0.06155 -0.38785 -2.32639 -0.20 0.22 0.10
O -1.36235 1.80896 -2.11052 0.18 -0.02 0.14
C 2.39103 -2.45376 2.00421 -0.02 -0.01 -0.06
Ge 2.54922 -1.95799 0.10817 -0.04 -0.03 0.05
C 4.48137 -2.21620 -0.26205 -0.03 0.03 -0.02
C 1.55904 -3.10849 -1.12162 0.06 0.00 0.01
Ge 2.39139 0.44530 -0.29755 0.01 0.26 -0.15
C 3.51863 0.77456 -1.87294 0.01 -0.03 -0.01
C 4.36392 1.87726 -1.95788 0.03 0.03 0.08
C 5.14381 2.09284 -3.08538 0.02 0.01 -0.01
C 5.08764 1.20418 -4.14858 0.01 0.01 -0.01
C 4.25009 0.10032 -4.08034 0.00 0.00 0.00
C 3.47546 -0.10951 -2.95023 -0.05 -0.06 0.01
C 3.05513 1.58709 1.13867 -0.05 -0.02 0.01
C 2.70146 2.93409 1.20583 -0.04 0.00 -0.03
C 3.18753 3.74422 2.22317 -0.02 0.02 0.00
C 4.03298 3.21762 3.18944 0.03 0.00 0.03
C 4.39251 1.87862 3.13363 0.01 0.00 0.04
C 3.90457 1.07269 2.11448 0.00 -0.06 0.03
H 3.31208 -2.95798 2.30267 0.00 -0.01 -0.01
H 1.55394 -3.13019 2.16852 -0.05 -0.01 -0.03
H 2.25032 -1.58074 2.63654 -0.01 0.05 0.03
H 4.71318 -3.26672 -0.07211 0.02 -0.02 -0.01
H 5.10030 -1.61008 0.40226 0.01 0.02 0.01
H 4.75279 -1.97629 -1.29040 -0.04 -0.01 0.03
H 0.97548 -3.82936 -0.55178 -0.02 -0.01 0.03
H 2.26418 -3.63707 -1.76666 -0.01 0.01 0.01
H 0.87153 -2.52670 -1.72896 -0.02 0.03 -0.01
H 4.41972 2.58273 -1.13568 -0.02 -0.01 0.01
H 5.79271 2.95892 -3.13516 0.00 0.00 0.00
H 5.69129 1.37454 -5.03171 0.00 0.00 0.00
H 4.19186 -0.59132 -4.91142 0.00 0.00 0.00
H 2.80631 -0.96440 -2.92069 0.00 0.00 0.01
H 2.02454 3.34471 0.46645 0.00 0.00 0.00
H 2.89893 4.78746 2.26487 0.00 0.00 0.00
H 4.40787 3.84808 3.98644 0.00 0.00 0.00
H 5.04617 1.45920 3.88872 0.00 0.00 0.00
H 4.18002 0.02316 2.09787 0.01 0.00 -0.01
I -3.41792 -1.45814 -1.66482 -0.31 -0.10 -0.30
I -3.00269 0.87972 1.09436 -0.16 -0.08 0.12

# 4
26
Properties=species:S:1:pos:R:3:forces:R:3 method="wB97M-V/def2-TZVPD" homo_lumo_gap_ev="3.07 / 11.39" s2=0.750 homo_energy_ev="-2.6 / -10.9" multiplicity=2
C -0.10440 -0.11145 0.49260 -2.39 -0.90 0.64
C -1.03798 0.29610 1.66500 -1.14 1.51 -3.64
C -0.52866 -0.24702 2.97280 -2.84 -0.77 0.26
C -1.13746 1.86538 1.58235 -1.23 2.10 1.93
N -0.94298 0.03185 -0.82893 2.65 3.26 1.19
H 0.63439 0.62612 0.34786 1.02 0.21 0.18
H 0.27238 -1.17474 0.66934 -0.62 1.92 -0.73
H -2.07542 0.06461 1.22260 1.10 -0.82 1.79
H -0.64038 -1.39835 3.11326 0.95 2.11 -0.48
H 0.35635 0.30658 3.21652 0.97 -0.59 0.24
H -1.29141 0.17704 3.61391 -0.01 -0.14 1.02
H -0.18544 2.35595 1.77703 0.23 -0.10 0.44
H -1.96234 2.51626 2.17090 1.73 -2.18 -0.12
H -1.42828 2.37685 0.67433 0.12 -0.97 -1.28
H -0.21631 0.27152 -1.64821 -2.09 -0.60 1.23
H -1.36354 -0.82954 -1.01290 -1.08 -2.01 -0.77
H -1.67875 0.80837 -0.65946 1.45 -1.40 -0.72
H 1.64201 -1.34567 -0.97389 0.14 0.26 0.01
H 1.08439 -2.73226 -1.27080 -0.17 0.22 -0.18
O 0.82188 -1.79803 -1.21805 0.50 -1.24 -0.51
H -1.02515 -0.70616 -3.59754 -1.69 -1.44 -0.24
H 0.37753 -0.41440 -3.98173 0.44 0.01 -0.03
O -0.34772 -0.08536 -3.44293 1.34 1.57 -0.03
H 2.62436 1.13851 0.30918 0.01 -0.95 -0.45
H 3.48790 0.19291 -0.55740 -0.68 0.01 0.37
O 2.63078 0.22406 -0.07489 1.29 0.94 -0.10